C28H58FN5O23S5 | ωB97M-V/def2-TZVPD

Structure (XYZ):
```
120
Properties=species:S:1:pos:R:3:forces:R:3
H 3.189284 -6.661300 3.386330 -0.5 -0.2 -0.3
H -7.639466 0.042520 5.705370 -0.3 0.1 -0.6
O 2.992904 -6.545670 -7.765850 0.4 0.8 0.3
H 5.193794 3.829830 5.903660 -0.4 0.1 0.5
N 3.465484 -5.590420 -7.163870 -0.7 -0.6 -0.1
H 12.098924 -6.280570 -0.649420 -0.3 -0.3 -0.7
O -0.534556 9.786200 -1.758560 -0.6 0.6 -0.8
H -7.190026 -1.378690 3.638040 -0.2 0.0 -0.4
O 4.982314 4.226170 -6.937660 -0.1 0.2 0.6
O -0.842986 1.506350 -2.701840 1.0 2.0 -0.3
C 12.028734 -4.445080 0.276140 -0.7 1.5 1.6
C 0.461754 -0.326010 -3.131170 0.8 -0.7 -0.7
C 2.721984 -5.751380 3.762850 -0.2 -1.4 1.4
H 10.396064 -5.427350 -2.562610 -0.3 0.4 0.0
C 4.586364 4.410170 5.209150 0.7 0.9 -1.0
O -10.887296 -1.546130 5.732260 2.5 2.0 -0.9
C -7.555756 -4.576060 -4.234160 -0.5 -1.0 0.5
H 11.966884 -5.073610 1.164530 0.1 0.0 0.0
H -0.529546 -5.502490 2.568740 0.1 -0.1 0.2
O -6.558946 6.071710 4.838090 -0.1 0.6 0.0
H -2.919896 5.495660 -7.924810 0.0 0.1 -0.2
H -8.235646 6.522110 0.559140 -0.3 -0.2 0.4
H 5.959734 2.156390 -7.723740 0.0 -0.4 0.3
O -4.352686 -5.755530 -3.974320 -3.8 0.9 -1.2
H 5.243314 -6.037390 -6.320540 -0.1 -0.8 0.6
C -8.192406 -0.861550 5.960350 0.8 0.8 1.1
O -0.724836 -5.884030 5.853980 1.8 -1.2 -1.8
H -7.201796 -3.138210 3.605370 0.1 0.0 0.3
H 0.505574 0.116510 -4.126320 0.4 0.6 0.4
C 10.427944 -5.106700 -1.521330 1.0 -0.2 0.0
H -8.420496 -0.679510 7.010560 -0.3 -0.5 0.1
H -4.658226 6.385760 1.977850 -0.1 0.7 0.1
F -8.451236 -4.787890 -3.234330 -0.5 0.8 -0.3
C -9.185396 -2.283840 3.973770 1.3 0.7 -0.3
H -7.874566 8.346180 2.616050 0.0 -0.2 0.3
H 2.727544 5.727560 5.133150 0.5 -0.2 -0.9
H 2.795464 3.410130 7.064200 0.6 -0.1 0.0
H -7.666566 -2.944040 6.226580 -0.1 -0.1 -0.2
H 6.419554 1.652950 -5.980420 -0.3 -0.3 -0.6
H -0.014176 8.130400 -3.503520 0.3 0.0 -0.2
O -1.897786 3.792190 -10.399340 -0.3 0.5 -1.2
O -2.189586 3.318870 -8.376030 -0.5 -1.0 1.9
C 0.251564 -5.289240 3.298460 0.4 -0.1 1.4
H 3.674124 -6.515470 -5.275980 0.7 -0.6 -0.5
C 6.386424 2.418530 -6.755590 0.7 -1.5 -1.1
H 1.405604 -0.330780 -2.585970 -0.1 0.1 -0.2
S 0.161864 -6.455790 4.808030 0.7 1.8 -1.4
C -7.335346 -2.090800 5.634640 -0.9 -0.5 -1.3
C -5.511726 -5.452740 -4.306430 4.8 -0.3 2.2
H 1.935754 -4.135360 2.488110 -0.2 0.2 0.5
H 0.013734 -4.418980 3.910170 -0.2 0.5 -0.7
H -6.256626 -2.011330 5.769370 -0.2 0.5 0.3
H 1.046454 7.204920 -2.420760 0.3 0.1 -0.4
H -6.844686 7.486350 0.561040 0.3 0.2 0.3
C 4.240594 -5.856040 -5.933520 -0.2 1.4 0.3
S 2.849444 2.512630 4.840980 -1.2 0.3 1.2
H 10.115044 -3.689730 1.096090 -0.1 0.2 -0.2
H -4.825396 4.987810 2.823080 -0.9 -0.3 0.6
C -7.636196 -2.264210 4.090690 -0.4 -0.2 0.8
H 12.592624 -4.952560 -1.694290 -0.2 -0.1 -0.2
H 3.448664 4.048480 3.430530 0.3 0.4 -0.2
O 8.789944 -2.903950 -1.162640 1.7 -0.7 -0.6
C 3.323364 5.086360 5.782740 -0.8 -0.8 0.3
H 1.384214 3.854800 6.354850 -0.2 0.7 -1.0
H 11.282544 -2.391170 0.632180 -0.2 0.0 0.0
C 0.820624 8.199230 -2.806030 -1.1 -1.4 -0.1
S -9.723966 -0.931710 4.997250 -2.5 -1.4 0.8
H -6.040946 5.301740 0.304010 0.6 -0.2 0.4
C -5.448076 5.800150 2.448290 1.0 0.3 -1.7
N 5.543684 3.453940 -6.182670 1.0 -0.1 -2.1
H 1.685014 8.638130 -3.304320 -0.2 0.6 0.7
N -2.242176 4.087640 -9.282380 0.9 0.8 -0.8
H 3.519194 5.796400 6.586230 0.2 -0.6 0.6
H -7.621426 -3.643890 -4.795280 -0.7 0.4 0.6
N 0.199164 8.851310 -1.621110 1.6 0.0 2.5
C 1.992974 -6.106080 5.132290 -0.3 1.3 0.0
C -7.348726 6.726880 1.158750 0.3 1.0 0.8
C 11.841684 -5.271510 -0.971480 1.2 -0.3 -0.3
H -9.593136 -3.181670 4.438260 -0.1 0.1 -0.3
O -0.021036 -7.792760 4.285040 0.0 0.1 0.8
S -6.218546 6.885210 3.696460 1.5 2.5 -1.7
H 9.784154 -5.739980 -0.910930 -0.6 0.6 -0.1
C -6.449216 5.496730 1.295670 -0.9 0.1 0.9
N -0.557216 0.398680 -2.362960 -3.8 -2.0 0.2
H 0.149414 -1.343290 -3.367150 -0.2 0.0 0.9
O -6.303136 -4.633580 -3.613260 0.0 0.6 0.9
C 10.895194 -3.383070 0.399370 0.5 -0.3 -0.5
H 7.433904 2.651190 -6.947310 -0.2 1.0 0.2
H 5.290304 5.130480 4.792340 -0.1 0.2 -0.1
C -7.559586 -5.746990 -5.200000 1.4 0.1 -0.6
O 3.365054 -4.422320 -7.464720 -0.2 0.1 -0.6
H 4.783374 2.954620 3.443080 0.3 -0.2 0.6
O 5.506424 3.377660 -5.002620 -1.1 1.2 2.7
H -1.647746 6.101670 -9.004170 0.0 -0.3 -0.2
O -6.131786 -5.791460 -5.386630 -0.1 -1.9 -2.8
O 11.126604 -2.548600 -2.099580 -0.9 -1.1 0.5
H 4.264584 -4.885630 -5.437700 0.2 -0.1 0.0
H -7.118436 4.671230 1.538150 0.2 -0.3 0.2
C 4.105734 3.496640 4.102710 -0.4 0.3 -0.8
H -8.519946 6.678120 2.988260 0.0 0.3 0.3
O -1.341006 -0.240580 -1.633070 2.0 0.0 -0.2
C -2.566036 5.516470 -8.955560 -0.3 0.2 0.6
H 3.606864 -5.121500 3.854190 -0.3 0.4 0.7
O -9.905276 0.309950 4.253990 0.3 -1.0 0.7
H 12.962024 -3.887160 0.352300 0.2 -0.4 -0.4
C 1.710534 -5.165100 2.765630 -0.1 -0.6 -0.1
H -7.824656 -6.739190 -4.834810 -0.5 0.4 0.4
H 2.008654 -5.180200 5.707270 -0.5 0.1 0.1
O -5.408186 8.171910 3.803100 -2.2 -3.6 0.1
H -3.316636 5.954760 -9.613290 0.2 -0.4 -0.2
H -7.986036 -5.555090 -6.184580 -0.2 0.1 0.3
S 10.199734 -3.308160 -1.261790 -1.3 0.8 0.7
H 2.379524 -6.828830 5.850840 0.2 -0.4 -0.7
H 1.985664 -5.698780 1.855920 -1.1 -0.2 -0.3
H -9.571116 -2.039520 2.984010 0.0 -0.5 0.0
C 2.450864 3.854510 6.130460 0.6 -1.4 1.0
C -7.687126 7.272420 2.612330 0.5 -0.9 -0.9
O 1.738524 2.512460 3.886650 0.8 -0.9 0.9
O 0.502004 8.401810 -0.498350 -0.2 0.2 -1.7
O 3.368024 1.308760 5.516830 -0.9 1.5 -1.1
```
Forces are in eV/Å.

Its total energy is -5196.049783 Eh. Its SMILES is O=C1OC[C@@H](F)O1.C[N+](=O)[O-].C[N+](=O)[O-].C[N+](=O)[O-].C[N+](=O)[O-].C[N+](=O)[O-].O=S1(=O)CCCC1.O=S1(=O)CCCC1.O=S1(=O)CCCC1.O=S1(=O)CCCC1.O=S1(=O)CCCC1. The highest occupied orbital energy comes out at -0.369 hartree. The frontier orbital gap comes out at 10.045 eV.